[1]
A cluster of 8 separate species, C29H58Cl2O14 in total. Source: the OMol25 dataset; level of theory: wB97M-V/def2-TZVPD.

E_tot = -84723.53138 eV
2S+1 = 1
Total charge = 0
Energy above the lowest of the compared OMol25 structures with the same formula, charge and spin = 0.0000 eV
LUMO level = 0.4 eV
Frontier orbital gap = 10.094 eV

XYZ file:
```
103
Properties=species:S:1:pos:R:3:forces:R:3
O 15.89490 9.79941 13.45654 0.3726 -1.5621 1.9533
C 15.96402 8.58774 13.65732 -0.5415 1.4178 -1.6593
O 16.07070 7.87819 14.81184 -0.0862 1.0534 -1.8682
C 16.50490 8.57141 15.95910 0.5939 -0.6970 1.6064
C 16.48729 7.55617 17.07640 -1.0266 0.0773 0.6166
C 15.89297 7.70980 12.44639 -0.2093 -1.5492 0.6888
H 15.81581 9.35055 16.28498 0.2385 0.3875 -0.5836
H 17.54422 8.88237 15.85310 -0.1881 0.6178 -0.4573
H 16.75343 8.06689 18.00183 0.3665 -0.2129 0.0252
H 17.02985 6.62411 16.91830 0.2949 0.3105 -0.1355
H 15.44015 7.29695 17.23263 -0.0964 -0.2839 0.0477
H 16.89864 7.37882 12.18717 0.1163 0.4034 -0.3225
H 15.33423 8.14313 11.61686 0.3959 0.1819 0.2016
H 15.43241 6.76955 12.74958 -0.2927 -0.0974 -0.1252
O 19.65552 15.19052 14.14412 -2.1625 0.9512 -0.1432
C 18.58180 15.80110 14.15621 3.1791 -0.3112 0.2743
O 17.47933 15.39764 13.55086 -1.1971 0.9081 0.3691
C 17.45592 14.22216 12.78949 0.5030 -2.7395 0.0640
C 17.32625 12.89877 13.69970 0.0962 1.4113 -0.8905
C 18.41824 17.15843 14.83402 -0.5292 0.1012 -0.6129
H 18.35277 14.18569 12.17108 0.3191 -0.1988 0.2977
H 16.66121 14.27142 12.04511 -0.4333 0.3311 0.5220
H 17.09165 12.00270 13.12514 0.1789 0.1636 -0.3289
H 16.49823 12.99111 14.40253 0.1369 0.2930 0.0415
H 18.25220 12.73179 14.25001 -0.0551 0.1126 0.0113
H 18.14630 17.94128 14.12600 -0.1251 -0.2686 -0.5414
H 19.32986 17.55831 15.27803 -0.1470 -0.7241 0.4063
H 17.53747 17.11880 15.47494 0.3267 -0.0056 0.4769
O 12.34111 11.40634 11.12898 -2.7970 -1.0598 -0.4284
C 11.45270 10.53953 11.13745 2.8865 -0.2367 0.1540
O 10.35837 10.44639 10.36669 0.0597 -0.3575 1.9268
C 10.09569 11.44268 9.43026 0.4710 0.2696 -2.6785
C 8.93925 11.03880 8.51496 -0.4731 0.3455 0.2616
C 11.70461 9.27116 11.95959 -0.5620 0.1535 0.7069
H 10.98521 11.46092 8.80056 0.1889 0.4605 -0.1011
H 9.96091 12.45620 9.80805 -0.0900 -0.1826 0.5879
H 7.98616 11.06239 9.04331 -0.0323 -0.1187 0.0510
H 9.02959 10.08517 7.99485 0.3754 -0.1581 0.4271
H 8.84804 11.76648 7.70857 0.1073 0.2626 0.0985
H 10.81261 8.72073 12.25867 -0.1838 0.1307 -0.3536
H 12.20147 9.54013 12.89173 0.0997 0.2518 -0.1074
H 12.37644 8.56265 11.47506 -0.0600 0.2760 -0.4338
O 6.55184 13.35255 9.84639 0.3790 -0.0271 0.8373
C 7.49777 14.06109 10.08183 0.5650 -0.0535 -0.4676
O 8.24835 14.07642 11.22032 -0.4142 1.0365 -1.3248
C 8.13964 13.05334 12.19148 0.7582 0.4498 0.7231
C 9.31085 13.27903 13.16037 0.5628 -0.5670 -0.4273
C 8.02437 15.02543 9.02623 -0.4543 0.0867 -0.0669
H 8.35061 12.13790 11.63869 -0.8728 -0.4206 0.4568
H 7.21671 13.12643 12.76676 -0.3193 -0.3981 -0.6100
H 10.10894 12.65139 12.76386 0.3615 -0.0532 0.4048
H 9.09154 12.98643 14.18721 -0.0847 -0.0977 -0.1223
H 9.74130 14.28038 13.17137 -0.5242 0.1815 -0.1062
H 7.90078 14.56021 8.04827 0.1987 -0.2924 0.1196
H 9.04112 15.40090 9.14176 -0.1590 -0.1244 0.2907
H 7.32049 15.85514 8.96109 0.1080 0.2456 0.2812
O 15.27425 9.64320 19.44139 -1.0596 1.9417 0.7498
C 14.63296 10.59578 19.90363 1.2913 -2.4953 0.0423
O 14.58914 10.84157 21.23751 -1.2441 1.5451 -1.2354
C 15.32505 10.11954 22.16548 0.1622 -1.7592 1.2270
C 16.67740 10.68853 22.41150 0.9754 0.5792 -0.2496
C 13.77237 11.51244 19.08107 0.6075 0.0051 0.3062
H 15.34172 9.06037 21.90860 0.3155 0.0119 -0.4597
H 14.80925 10.11617 23.12571 -0.5860 0.3671 -0.1827
H 17.33205 10.00331 22.95002 -0.0686 -0.2002 -0.1846
H 16.65446 11.59315 23.01916 -0.2490 0.1166 -0.0901
H 17.12515 10.95447 21.45395 0.2916 -0.1367 0.0509
H 12.95746 10.92123 18.66334 -0.1178 0.1525 0.1432
H 14.38023 11.86042 18.24590 -0.0344 0.0565 0.1014
H 13.44472 12.36279 19.67911 -0.2185 -0.1612 -0.1675
O 14.15905 15.57759 9.81779 -0.7402 0.8784 -0.6571
C 12.99573 15.81748 10.06449 1.4111 0.4267 0.9609
O 12.38817 17.04022 9.91024 -0.5523 -1.2851 -0.4256
C 13.06855 18.23033 9.45624 0.5559 -0.3038 0.5431
C 13.69756 18.84665 10.68892 -0.1192 1.0167 0.4973
C 12.20896 14.77589 10.84412 -0.5190 1.1333 -0.0688
H 12.31356 18.90051 9.04521 -0.2539 -0.2361 0.2022
H 13.76145 18.04487 8.63552 0.1952 -0.3969 0.2448
H 14.49694 18.29282 11.18122 -0.0114 -0.2404 -0.4334
H 12.93211 19.02567 11.44399 -0.2850 -0.4357 0.0395
H 14.03231 19.87233 10.53397 0.4039 -0.0441 -0.4998
H 12.95058 14.18323 11.37971 -0.3428 -0.2994 -0.5175
H 11.52644 14.23254 10.19064 0.3026 -0.3280 0.0584
H 11.58575 15.26880 11.59028 -0.0807 0.1051 -0.0268
O 18.71952 13.74644 17.10466 -1.3409 0.2663 0.3382
C 17.83200 13.18411 17.69431 -0.2643 -1.4039 0.0197
O 16.48714 13.49263 17.73939 1.6838 -1.9278 1.4689
C 15.93387 14.52098 17.02777 -1.3137 1.3224 -1.4015
C 14.67835 15.05506 17.71678 -0.1527 0.0833 1.0385
C 18.06270 11.89251 18.51656 0.1916 0.8857 -0.0671
H 15.57345 14.11913 16.08082 0.4715 0.2395 -0.2563
H 16.70044 15.27507 16.84935 -0.2236 0.2962 -0.0388
H 14.25260 15.92433 17.21556 0.3822 0.1565 0.0218
H 14.84447 15.25129 18.77603 0.5259 0.7005 0.0166
H 13.82451 14.39010 17.84677 0.2161 -0.7588 -0.8455
H 17.43251 11.03511 18.28025 -0.1453 0.2649 -0.4185
H 17.84116 12.12153 19.55894 0.1361 0.0642 0.0981
H 19.11575 11.63281 18.40824 -0.1357 -0.0278 0.0930
C 13.69818 12.50371 14.02798 0.1447 0.2369 0.2545
Cl 14.33396 11.94150 15.59707 -0.2937 -0.3193 -0.3730
Cl 13.71622 14.31764 14.04945 -0.2284 -0.8912 -0.2810
H 14.31559 12.12672 13.21263 0.1475 0.2320 0.2465
H 12.69280 12.09876 13.91260 0.0457 0.4924 0.0836
```
Forces are in eV/Å.

[2]
A cluster of 2 separate species, C4H9ClO2 in total. Source: the OMol25 dataset; level of theory: wB97M-V/def2-TZVPD.

E_tot = -20906.86473 eV
2S+1 = 1
Total charge = 0
Energy above the lowest of the compared OMol25 structures with the same formula, charge and spin = 4.3188 eV
LUMO level (spin up / spin down) = 0.1 / 0.0 eV
Frontier orbital gap (spin up / spin down) = 8.288 / 8.081 eV

XYZ file:
```
16
Properties=species:S:1:pos:R:3:forces:R:3
C -1.06842 0.45334 -1.55337 -0.3169 -1.2572 -0.1138
C 2.20843 -0.02253 -0.65881 0.8325 -1.5588 1.3431
C -1.09050 -0.74045 1.87442 1.9813 -0.1799 7.0376
C -0.80003 0.26690 -0.06205 1.6057 -1.3726 -1.8850
O 1.22508 -0.78187 -0.12644 -3.3973 -1.6141 -0.1279
O -1.46318 -0.67488 0.59043 -0.2967 1.3772 -2.4864
Cl -0.17525 1.59612 0.77187 -0.0758 0.8817 -0.0657
H -0.16009 0.90876 -1.97992 -0.4383 -0.1544 0.1256
H -1.19318 -0.59886 -2.00614 0.0973 1.7044 0.7019
H -1.96744 1.10393 -1.80690 1.0526 -0.8130 0.6259
H 2.46099 -0.10261 -1.70601 0.0853 -0.3929 -0.5701
H 3.07055 -0.14077 0.02246 0.4248 0.1393 -0.6660
H 1.81552 0.88259 -0.43153 -0.1600 4.2548 0.0248
H -1.72120 -1.38461 2.56931 0.6180 0.0394 -1.8232
H -1.17874 0.23172 2.51231 -0.0633 -1.1395 -1.6665
H 0.03744 -0.99679 1.99036 -1.9491 0.0856 -0.4544
```
Forces are in eV/Å.

[3]
A structure of composition C5H7Cl. Source: the OMol25 dataset; level of theory: wB97M-V/def2-TZVPD.

E_tot = -17814.48053 eV
2S+1 = 1
Total charge = 0
Energy above the lowest of the compared OMol25 structures with the same formula, charge and spin = 5.9980 eV
LUMO level = -0.4 eV
Frontier orbital gap = 9.281 eV

XYZ file:
```
13
Properties=species:S:1:pos:R:3:forces:R:3
C -0.01551 -1.31374 0.25384 -1.0259 -0.7379 0.4764
C 0.43527 0.18600 0.16904 3.5337 -2.6206 -5.5844
C 0.39430 0.54870 -1.43985 5.1581 -0.1738 2.6888
C -0.49556 0.82525 0.86764 -9.9004 5.0653 7.0295
C -1.63027 1.11147 1.47878 7.4837 -0.9262 -2.3607
H 0.92274 -2.00752 0.23209 -1.9872 1.0283 0.0199
H -0.63720 -1.27651 1.42276 1.7530 -1.1763 -4.0308
H -0.77417 -1.50675 -0.87834 2.1881 0.2043 4.1542
H 1.23553 -0.28294 -1.64704 -1.9773 2.1636 -0.7936
H -0.54918 0.15892 -1.66946 -1.4402 0.5685 -1.3604
H 0.85778 1.66676 -1.60332 -1.8256 -2.9938 0.0161
H -2.09831 1.48367 2.40412 -0.1049 -0.3649 -1.2433
Cl 2.35458 0.40668 0.40972 -1.8549 -0.0365 0.9881
```
Forces are in eV/Å.

[4]
A cluster of 2 separate species, C7H10N4OS in total. Source: the OMol25 dataset; level of theory: wB97M-V/def2-TZVPD.

E_tot = -26256.00909 eV
2S+1 = 1
Total charge = 0
Energy above the lowest of the compared OMol25 structures with the same formula, charge and spin = 7.3282 eV
LUMO level = -0.4 eV
Frontier orbital gap = 8.402 eV

XYZ file:
```
23
Properties=species:S:1:pos:R:3:forces:R:3
C 0.29959 -2.52070 1.99387 0.3865 2.4409 -2.1126
C -0.05654 -1.92452 0.54063 -0.8181 2.0569 3.4313
C -0.56869 -2.75049 -0.41440 0.6078 -2.8377 -3.5752
C -0.62558 -2.15601 -1.76308 0.2382 1.1316 4.6376
C -0.13004 -0.53076 0.25909 0.1269 -0.9677 -1.3755
C -0.11796 0.53422 1.31038 -0.0907 -3.7261 2.5029
C 0.75558 2.38469 -0.51356 -0.2293 0.7054 -3.6482
H 0.74235 -3.51361 1.78136 -0.2322 0.6224 0.6873
H 1.06114 -1.73515 2.39087 -1.2761 -1.9331 -0.1305
H -0.65317 -2.53364 2.56121 0.8695 -0.2320 0.0166
H -0.68337 -3.87725 -0.06825 0.2282 2.3125 -1.5590
H -0.58256 -2.48533 -2.78026 -0.5092 -0.5630 -0.0818
H -0.08501 0.07259 2.38512 0.2089 0.5113 -2.0926
H -1.08196 3.11639 0.27859 -0.4069 1.8856 -0.5339
H 2.08462 1.17630 0.52548 -1.0909 2.2073 -1.8489
H 1.03221 2.37866 -2.84910 -2.1261 2.0242 4.3904
H -1.76212 2.41944 -1.56023 4.1046 3.3046 -1.8720
N -0.29390 1.76839 1.41874 -0.6832 0.9868 -0.2839
N -0.42227 2.40845 0.18008 0.9321 -2.3904 1.5523
N 1.85068 1.82469 -0.31745 1.7790 -2.0365 1.6388
N 0.58461 3.00446 -1.85338 -1.8687 -1.3287 -1.7262
O -0.90106 3.37032 -1.98837 -0.4319 -3.6052 0.7913
S -0.44657 -0.43114 -1.51732 0.2818 -0.5690 1.1914
```
Forces are in eV/Å.

[5]
An isolated molecule of C4H8NO2. Source: the OMol25 dataset; level of theory: wB97M-V/def2-TZVPD.

E_tot = -9859.87666 eV
2S+1 = 2
Total charge = 0
Energy above the lowest of the compared OMol25 structures with the same formula, charge and spin = 1.3460 eV
LUMO level (spin up / spin down) = 0.8 / -1.8 eV
Frontier orbital gap (spin up / spin down) = 10.645 / 8.212 eV

XYZ file:
```
15
Properties=species:S:1:pos:R:3:forces:R:3
C 0.62150 2.06344 -0.31500 -2.3485 -2.2896 -1.2962
C 0.22519 1.25841 0.96771 -0.2098 1.0756 -1.9892
N -0.00832 -0.09432 0.97703 1.3065 -1.4724 -1.3317
C 0.29893 -0.99921 -0.19269 -2.3580 1.4089 -0.3115
C -1.03139 -1.99946 -0.38046 0.9319 1.5105 1.3091
O -0.81869 -2.73501 -1.41085 0.7849 -1.5276 -1.8812
O 0.01981 1.89065 1.95820 0.0574 0.7469 1.7741
H 0.19119 1.63682 -1.27913 0.5790 0.1189 1.1919
H 1.65039 2.13697 -0.46688 1.8310 -0.0928 0.0309
H 0.21603 3.04625 -0.32121 -0.3488 0.7750 0.7708
H 0.06206 -0.44169 1.95101 -0.2292 -0.0338 -1.1439
H 0.13300 -0.47818 -1.16442 0.7687 0.2286 1.0730
H 1.26318 -1.47940 -0.22547 0.0792 -0.4699 0.4670
H -1.03753 -2.58234 0.55827 -0.7817 0.4511 0.0936
H -1.78533 -1.22293 -0.65611 -0.0626 -0.4294 1.2434
```
Forces are in eV/Å.

[6]
A cluster of 2 separate species, CH6FN3 in total. Source: the OMol25 dataset; level of theory: wB97M-V/def2-TZVPD.

E_tot = -8322.57177 eV
2S+1 = 1
Total charge = 0
Energy above the lowest of the compared OMol25 structures with the same formula, charge and spin = 0.0000 eV
LUMO level = 0.7 eV
Frontier orbital gap = 10.455 eV

XYZ file:
```
11
Properties=species:S:1:pos:R:3:forces:R:3
C 0.04670 -0.10713 0.21235 -3.8847 1.7066 -0.7743
N 1.10720 -0.65697 0.57547 1.8845 -2.5639 0.4566
N -0.02094 1.22466 -0.18413 -1.2997 -0.4599 0.8131
N -1.25179 -0.63349 0.19296 0.3555 1.6869 0.0847
F 2.40896 0.65174 -1.25007 0.3540 -0.0507 0.3683
H 2.20389 0.15376 -0.43944 -0.0311 -0.1624 -0.3732
H 1.00574 -1.69324 0.79391 0.1249 1.9542 -0.3843
H 0.80089 1.60560 -0.54623 1.2286 0.8327 -0.5362
H -0.91197 1.70930 -0.37047 1.1669 -0.7963 0.1299
H -1.92931 0.07647 -0.15778 0.5179 -1.9654 0.3194
H -1.37144 -1.62025 0.11886 -0.4168 -0.1818 -0.1039
```
Forces are in eV/Å.